# 1
17
Properties=species:S:1:pos:R:3:lowdin_charge:R:1 method="wB97M-V/def2-TZVPD" molar_mass_g_mol=101.22 e_tot_ev=-13689.870 de_lowest_kcal_mol=110.8 homo_lumo_gap_ev=8.591 e_lumo_ha=0.022
C 0.27 -2.61 1.37 -0.022
C -0.11 -2.56 0.07 -0.041
C 1.20 0.95 -2.02 -0.188
C -1.46 1.75 1.24 -0.365
N 0.24 1.58 -1.03 -0.333
Si -1.34 1.00 -0.58 0.630
H 1.14 -2.28 1.98 0.068
H -0.55 -3.17 1.78 0.034
H 0.54 -2.00 -0.52 0.028
H 1.92 0.42 -1.24 0.098
H 0.80 0.35 -2.83 0.054
H 1.94 1.62 -2.52 0.057
H -0.80 1.15 1.90 0.001
H -1.07 2.78 1.46 0.010
H -2.55 1.79 1.57 0.008
H 0.58 2.33 -0.44 0.047
H -0.74 -3.09 -0.20 -0.087

# 2
106
Properties=species:S:1:pos:R:3:lowdin_charge:R:1 method="wB97M-V/def2-TZVPD" molar_mass_g_mol=793.86 e_tot_ev=-106077.259 smiles="CCCCNc1c(B(O)CC)c(CCCCOC=O)c(CCCO)c2nsnc12.CCOS(C)(=O)=O.CCOS(C)(=O)=O.CCOS(C)(=O)=O" homo_lumo_gap_ev=7.144 e_lumo_ha=-0.036
C 2.09 -2.53 -5.60 -0.137
C 3.46 -3.16 -6.17 -0.255
C 4.69 -2.13 -6.24 -0.187
C 5.29 -1.73 -4.77 -0.196
N 5.36 -0.24 -4.65 -0.038
C 4.16 0.25 -3.96 -0.128
C 3.95 0.33 -2.42 0.049
B 5.24 -0.16 -1.52 -0.367
O 6.26 0.83 -1.13 0.033
C 5.46 -1.71 -1.07 -0.163
C 4.57 -2.16 0.19 -0.129
C 2.59 0.83 -1.75 -0.044
C 2.44 0.88 -0.14 -0.138
C 2.84 2.35 0.47 -0.154
C 1.45 3.10 0.78 -0.193
C 1.56 4.34 1.80 -0.149
O 0.23 4.49 2.45 -0.115
C -0.80 4.58 1.47 -0.257
O -0.82 5.50 0.59 0.004
C 1.40 1.27 -2.68 -0.044
C -0.03 1.75 -2.17 -0.168
C -1.17 0.62 -2.53 -0.140
C -1.33 -0.32 -1.20 -0.229
O -1.08 -1.72 -1.57 -0.124
C 1.60 1.24 -4.27 -0.231
N 0.57 1.61 -5.21 -0.248
S 1.34 1.37 -6.71 0.906
N 2.90 0.79 -6.33 -0.266
C 2.96 0.74 -4.89 -0.202
H 2.12 -2.35 -4.46 0.074
H 1.26 -3.32 -5.79 0.074
H 1.75 -1.59 -6.17 0.050
H 3.23 -3.50 -7.25 0.108
H 3.68 -4.10 -5.54 0.106
H 5.56 -2.67 -6.78 0.103
H 4.48 -1.20 -6.88 0.097
H 4.60 -2.12 -3.94 0.098
H 6.34 -2.18 -4.65 0.125
H 6.24 0.09 -4.21 0.101
H 6.85 0.85 -1.93 0.106
H 6.58 -1.81 -0.78 0.114
H 5.29 -2.42 -1.97 0.095
H 3.44 -2.04 -0.02 0.073
H 4.84 -1.48 1.08 0.085
H 4.83 -3.23 0.54 0.086
H 1.35 0.60 0.11 0.089
H 3.11 0.13 0.40 0.088
H 3.44 2.26 1.45 0.115
H 3.40 2.96 -0.34 0.132
H 1.07 3.51 -0.24 0.119
H 0.74 2.32 1.23 0.121
H 1.73 5.31 1.21 0.134
H 2.35 4.22 2.62 0.135
H -1.65 3.80 1.37 0.168
H -0.11 1.92 -1.05 0.075
H -0.33 2.71 -2.72 0.120
H -0.87 0.00 -3.45 0.112
H -2.21 1.11 -2.68 0.114
H -0.57 -0.06 -0.38 0.088
H -2.38 -0.21 -0.73 0.126
H -0.25 -1.98 -1.13 0.078
C -2.94 7.21 2.57 -0.077
C -3.59 7.70 3.85 -0.265
O -5.00 7.84 3.70 -0.266
S -5.92 6.51 3.78 0.600
C -7.48 7.32 3.97 -0.124
O -5.62 5.80 5.00 -0.287
O -5.89 5.85 2.50 -0.283
H -3.24 6.18 2.35 0.064
H -1.86 7.24 2.65 0.079
H -3.26 7.81 1.71 0.092
H -3.35 7.05 4.69 0.117
H -3.20 8.70 4.08 0.123
H -7.48 7.88 4.91 0.074
H -8.26 6.56 3.98 0.076
H -7.63 8.00 3.12 0.075
C -4.18 1.26 3.49 -0.071
C -4.04 0.12 4.48 -0.266
O -3.45 -1.03 3.88 -0.264
S -1.84 -1.04 3.67 0.601
C -1.68 -2.77 3.32 -0.126
O -1.20 -0.77 4.93 -0.278
O -1.52 -0.31 2.47 -0.300
H -3.20 1.66 3.21 0.064
H -4.76 2.08 3.92 0.082
H -4.67 0.93 2.57 0.086
H -3.48 0.43 5.36 0.117
H -5.04 -0.18 4.82 0.123
H -1.99 -3.34 4.20 0.079
H -0.64 -2.97 3.08 0.078
H -2.31 -3.02 2.46 0.072
C -2.48 -8.98 3.32 -0.076
C -2.22 -9.15 1.84 -0.270
O -2.37 -7.92 1.14 -0.265
S -1.16 -6.84 1.20 0.604
C -1.72 -5.81 -0.13 -0.117
O 0.06 -7.48 0.80 -0.278
O -1.27 -6.10 2.43 -0.292
H -1.70 -8.37 3.79 0.071
H -2.49 -9.95 3.83 0.081
H -3.43 -8.47 3.50 0.085
H -1.23 -9.58 1.66 0.116
H -2.96 -9.84 1.42 0.123
H -1.70 -6.38 -1.05 0.077
H -1.04 -4.96 -0.20 0.071
H -2.73 -5.46 0.10 0.077

# 3
72
Properties=species:S:1:pos:R:3:lowdin_charge:R:1 method="wB97M-V/def2-TZVPD" molar_mass_g_mol=436.50 e_tot_ev=-43582.990 de_lowest_kcal_mol=38.0 smiles="NC(N)=O.NC(N)=O.NC(N)=O.CO.CO.CO.CO.CO.CO.CO.CO" homo_lumo_gap_ev=8.659 e_lumo_ha=-0.006
N -1.74 3.63 -1.59 0.162
C -1.82 2.49 -2.34 -0.628
N -3.11 2.14 -2.65 0.156
O -0.85 1.90 -2.77 0.019
H -0.85 3.91 -1.23 0.095
H -2.49 4.30 -1.67 0.102
H -3.37 1.20 -2.89 0.104
H -3.86 2.74 -2.34 0.090
N 3.56 0.41 -1.72 0.171
C 3.30 1.44 -2.58 -0.686
N 2.74 2.54 -1.96 0.159
O 3.61 1.40 -3.75 0.032
H 3.26 0.39 -0.76 0.042
H 4.01 -0.41 -2.09 0.108
H 2.21 3.11 -2.58 0.097
H 2.49 2.46 -0.99 0.056
N 0.47 -0.19 -4.14 0.170
C -0.17 -0.58 -5.27 -0.679
N -1.36 0.10 -5.52 0.141
O 0.28 -1.34 -6.11 0.011
H 0.03 0.52 -3.56 0.032
H 1.39 -0.58 -4.02 0.101
H -1.87 0.60 -4.82 0.058
H -1.72 -0.20 -6.41 0.093
C -3.99 0.87 0.11 -0.154
O -3.73 -0.24 -0.73 -0.116
H -3.10 1.07 0.73 0.065
H -4.20 1.75 -0.50 0.048
H -4.81 0.67 0.79 0.079
H -2.84 -0.55 -0.56 0.035
C -0.23 -0.33 -0.49 -0.112
O -1.09 -1.21 0.20 -0.133
H -0.15 0.62 0.07 0.076
H 0.81 -0.65 -0.49 0.071
H -0.52 -0.08 -1.51 0.056
H -0.99 -1.10 1.15 0.039
C -1.38 -5.31 0.56 -0.150
O -2.15 -4.14 0.87 -0.131
H -0.42 -5.33 1.09 0.067
H -1.89 -6.17 1.00 0.078
H -1.29 -5.35 -0.52 0.084
H -1.73 -3.39 0.44 0.043
C -0.55 2.59 2.37 -0.151
O -0.69 3.48 1.29 -0.110
H -0.88 3.05 3.31 0.091
H -1.21 1.72 2.20 0.059
H 0.40 2.09 2.57 0.050
H -1.63 3.59 1.12 0.067
C -1.43 -2.11 3.60 -0.091
O -1.29 -0.84 2.94 -0.166
H -2.33 -2.59 3.22 0.088
H -0.68 -2.74 3.13 0.081
H -1.30 -2.08 4.68 0.089
H -2.09 -0.32 3.09 0.095
C 2.36 -3.16 0.79 -0.149
O 2.06 -3.52 -0.56 -0.120
H 3.14 -3.80 1.19 0.078
H 2.64 -2.11 0.88 0.066
H 1.45 -3.29 1.39 0.064
H 1.38 -4.21 -0.50 0.054
C 3.79 1.64 1.19 -0.131
O 2.44 1.18 1.02 -0.158
H 3.87 2.09 2.19 0.084
H 4.46 0.79 1.25 0.087
H 4.06 2.42 0.49 0.075
H 1.88 1.61 1.67 0.029
C 1.87 0.37 4.76 -0.143
O 1.47 -0.40 3.63 -0.141
H 1.75 1.45 4.61 0.067
H 1.18 0.16 5.58 0.079
H 2.92 0.14 4.93 0.082
H 0.51 -0.33 3.54 0.025

# 4
20
Properties=species:S:1:pos:R:3:lowdin_charge:R:1 method="wB97M-V/def2-TZVPD" molar_mass_g_mol=119.23 e_tot_ev=-17720.220 de_lowest_kcal_mol=23.8 smiles=CCNCCCS homo_lumo_gap_ev=9.838 e_lumo_ha=0.035
C 3.81 0.03 0.27 -0.109
C 2.62 -0.59 -0.44 -0.295
N 1.33 -0.01 0.02 -0.090
C 0.13 -0.79 -0.36 -0.241
C -0.87 0.10 -1.19 -0.244
C -1.53 1.05 -0.14 -0.539
S -2.88 0.22 0.83 0.669
H 4.66 -0.36 -0.30 0.070
H 3.74 1.12 0.28 0.078
H 4.02 -0.31 1.29 0.067
H 2.67 -1.68 -0.41 0.107
H 2.64 -0.28 -1.47 0.105
H 1.22 0.00 1.03 0.097
H -0.43 -1.00 0.58 0.080
H 0.47 -1.60 -1.02 0.113
H -0.40 0.58 -2.05 0.107
H -1.73 -0.49 -1.48 0.075
H -0.70 1.46 0.50 0.076
H -2.05 1.91 -0.51 0.042
H -2.35 -0.97 1.16 -0.168